(1)
Molecular formula: C2H3NOS2
Method: DFT, wB97M-V/def2-TZVPD

Calculated values
- multiplicity = 1
- orbital gap (eV) = 6.95

Geometry as XYZ:
```
9
Properties=species:S:1:pos:R:3:forces:R:3:mulliken_charge:R:1
C 0.425393 0.986539 -0.926937 0.7 -1.4 -0.4 0.139
C 0.463386 -0.638940 1.441340 -1.7 -3.0 -0.2 -0.222
H 0.597680 3.234530 -2.838387 4.0 -4.1 1.5 0.419
H 1.612883 0.461060 -0.855117 -3.4 2.4 -0.5 0.256
H 1.657872 -0.149845 1.938821 -4.2 -1.6 -1.8 0.329
N -0.008648 1.840241 -1.833972 2.6 -3.6 4.1 -0.356
O 1.224372 2.243623 -2.374379 -3.8 6.4 -3.9 -0.412
S -0.658249 0.016498 0.121019 2.3 0.3 1.3 0.072
S -0.525223 -2.295374 1.785300 3.5 4.7 0.0 -0.226
```
Forces are in eV/Å.


(2)
Molecular formula: C4H5N
Method: DFT, wB97M-V/def2-TZVPD

Calculated values
- multiplicity = 1
- orbital gap (eV) = 10.65

Geometry as XYZ:
```
10
Properties=species:S:1:pos:R:3:forces:R:3:mulliken_charge:R:1
C -1.170577 -1.089126 0.446268 -0.2 -0.5 0.8 -0.592
C 0.087562 -0.775562 0.353933 -2.9 -0.9 0.1 0.447
C -2.153177 -0.082755 0.475493 -1.3 3.3 -0.1 0.399
C 1.273824 -0.438252 0.199673 3.2 1.4 0.9 -0.795
N -2.786250 0.899751 0.475318 0.8 -2.1 0.0 -0.381
H -1.486296 -2.048685 0.775364 -0.1 -1.0 -0.4 0.323
H 1.928367 -0.157956 1.007842 -0.1 -0.1 0.6 0.257
H 1.581671 1.853685 -1.174520 -2.0 0.6 -2.6 -0.115
H 1.677796 -0.131873 -0.708422 0.5 -0.3 -1.8 0.317
H 1.047079 1.970777 -1.850946 2.0 -0.4 2.5 0.140
```
Forces are in eV/Å.


(3)
Molecular formula: C46H53ClI2N6O4PRb
Method: DFT, wB97M-V/def2-TZVPD

Calculated values
- multiplicity = 1
- orbital gap (eV) = 5.20
- charge = -2

Geometry as XYZ:
```
114
Properties=species:S:1:pos:R:3:forces:R:3:mulliken_charge:R:1
Rb 0.546909 0.419770 -0.993421 0.1 -0.2 -0.1 0.255
C -1.689435 0.311886 -4.244643 0.3 0.1 0.0 -1.019
C -0.215243 0.181781 -4.679730 -0.2 0.1 0.3 -0.652
N 0.624890 1.145797 -3.990190 0.4 0.0 -0.3 0.468
C 0.502755 2.532103 -4.417108 -0.2 -0.1 0.3 -0.862
C 0.294978 3.494637 -3.229406 0.0 -0.3 0.0 -0.815
N -0.668969 2.978122 -2.271473 0.0 0.4 0.0 0.355
C -2.065515 2.929461 -2.665556 0.2 -0.3 0.0 -1.223
C -2.668385 1.555986 -2.336683 0.3 0.0 -0.2 0.636
N -1.800288 0.493722 -2.810498 -0.5 -0.2 0.1 1.731
H -2.144752 1.169579 -4.751002 0.0 0.0 0.0 0.432
H -2.234632 -0.573919 -4.592439 0.0 0.0 0.0 0.300
H 0.149350 -0.815659 -4.422078 0.0 0.1 0.0 0.072
H -0.162658 0.267202 -5.775621 0.0 0.0 -0.1 0.285
H 1.591456 0.838836 -3.982604 0.0 0.0 -0.1 -0.078
H 1.385785 2.866304 -4.969799 0.0 0.0 -0.1 0.452
H -0.343860 2.613731 -5.107742 0.0 0.0 0.0 0.292
H 1.242505 3.603983 -2.702480 0.0 0.0 0.0 0.348
H 0.021056 4.484106 -3.632184 0.0 0.1 0.0 0.266
H -0.531188 3.365391 -1.349889 0.1 0.1 0.0 0.115
H -2.671678 3.707503 -2.188617 -0.1 0.1 0.0 0.487
H -2.130767 3.104466 -3.743565 0.0 0.0 0.0 0.332
H -2.731939 1.459539 -1.251098 0.0 0.0 0.0 -0.842
H -3.696638 1.497960 -2.728583 -0.1 0.0 0.0 0.211
H -1.988654 -0.381018 -2.337418 0.0 -0.1 0.0 -1.050
N 2.118633 -2.929205 -0.655491 0.2 -0.1 0.3 -0.092
C 2.666754 -3.648264 0.495769 -0.1 0.2 -0.2 -0.541
C 1.800847 -3.514510 1.747500 -0.1 0.0 0.0 -0.595
C 1.657792 -2.111803 2.339468 0.0 -0.2 -0.4 -0.591
N 0.808090 -1.294315 1.487435 0.0 0.4 0.3 1.429
H 1.200292 -3.277538 -0.912256 0.1 0.1 0.1 -0.195
H 2.720212 -2.996732 -1.465560 0.1 0.0 0.0 0.198
H 3.662006 -3.241572 0.710079 0.0 0.0 0.0 0.061
H 2.803432 -4.723745 0.306286 0.0 -0.1 0.0 0.496
H 2.219840 -4.169812 2.517412 0.0 -0.1 0.0 0.532
H 0.795353 -3.893282 1.513745 0.0 0.0 0.1 -0.089
H 2.640160 -1.634131 2.409255 0.0 0.0 0.0 0.248
H 1.279382 -2.213350 3.365776 0.0 0.0 0.1 0.497
H 0.768569 -0.328222 1.805251 0.0 0.0 0.1 -0.126
H -0.140001 -1.646955 1.490365 0.0 -0.1 0.0 -1.233
C -6.555770 -0.656424 -1.840085 0.1 0.0 0.0 -0.593
C -5.466506 -1.247976 -2.464200 0.1 0.0 0.0 -0.690
C -4.259537 -1.392730 -1.791118 0.1 0.0 0.1 -0.127
C -4.088697 -0.931941 -0.478038 -0.2 -0.1 0.1 0.961
C -5.210133 -0.369788 0.142067 0.1 0.0 -0.1 -0.584
C -6.420847 -0.228533 -0.528141 0.0 0.0 0.0 -0.713
P -2.421969 -1.143371 0.368590 -1.0 0.3 0.6 1.297
C -2.775641 -0.260814 2.008763 0.4 -0.1 -0.1 0.278
C -3.070348 1.110420 1.994430 -0.1 0.0 -0.2 -0.265
C -3.081207 1.878318 3.148674 0.0 0.0 0.0 -0.717
C -2.752722 1.305961 4.372402 0.0 0.0 -0.1 -0.624
C -2.388340 -0.030832 4.408712 0.0 0.0 -0.1 -0.796
C -2.389889 -0.796281 3.243332 -0.1 0.1 0.0 -0.625
C -2.622084 -2.922798 0.846401 0.6 -0.5 -0.8 0.146
C -3.357400 -3.515060 1.839244 0.1 0.2 0.0 -0.171
C -3.333044 -4.922100 1.989828 -0.1 0.0 0.2 -0.919
C -2.588989 -5.720228 1.170470 0.1 0.0 -0.1 -0.962
C -1.847677 -5.161442 0.097379 -0.1 0.3 0.0 1.321
C -1.099687 -5.929643 -0.830061 -0.1 0.0 0.1 -1.166
C -0.511616 -5.313495 -1.900143 0.1 0.1 -0.2 -0.426
C -0.641792 -3.915324 -2.114807 -0.3 -0.2 0.2 -1.303
C -1.314795 -3.089709 -1.229203 -0.1 0.3 -0.1 -0.347
C -1.897569 -3.751527 -0.095524 0.0 0.2 0.0 0.740
H -7.500577 -0.549719 -2.360606 0.0 0.0 0.0 0.363
H -5.555631 -1.610301 -3.482642 0.0 0.0 0.0 0.405
H -3.431657 -1.895529 -2.275325 0.1 0.0 0.0 0.027
H -5.149681 -0.041217 1.167276 0.0 0.0 0.1 0.370
H -7.267045 0.213958 -0.013506 0.0 0.0 0.0 0.401
H -3.293093 1.591458 1.045161 0.0 0.0 0.1 0.165
H -3.314604 2.936099 3.094091 0.0 0.0 0.0 0.405
H -2.748316 1.905848 5.275129 0.0 0.0 0.0 0.370
H -2.081607 -0.482783 5.345849 0.0 0.0 0.0 0.382
H -2.066914 -1.826072 3.299933 0.0 -0.1 0.0 0.395
H -3.957413 -2.926378 2.523525 0.0 0.0 0.0 0.526
H -3.917567 -5.372496 2.784709 0.0 0.0 0.0 0.407
H -2.581342 -6.795064 1.328162 0.0 0.0 -0.1 0.359
H -1.007285 -7.002684 -0.693226 0.0 0.0 0.0 0.325
H 0.071213 -5.907952 -2.601577 0.0 0.0 0.0 0.389
H -0.164746 -3.508674 -3.007342 0.0 0.0 0.1 0.264
O 1.970062 3.490613 -0.523204 0.0 0.1 0.1 -0.359
C 1.949621 4.284317 0.398473 0.0 -0.2 0.0 -0.769
C 1.418696 4.082087 1.739322 0.0 -0.1 -0.1 1.053
C 1.514925 5.150831 2.615574 0.1 0.1 0.1 -0.291
C 1.079184 5.052741 3.923242 0.0 -0.1 0.0 -0.716
C 0.546641 3.825037 4.396019 0.1 0.2 0.1 -0.493
C 0.441422 2.758139 3.565954 0.0 0.0 0.0 -0.413
C 0.828647 2.818718 2.167366 0.0 0.0 -0.1 -0.592
O 0.661797 1.849297 1.404422 -0.1 0.0 0.2 0.515
N 1.167894 6.185564 4.796295 -0.3 0.0 -0.1 1.014
O 1.642853 7.235187 4.371888 0.1 0.0 -0.1 -0.681
O 0.728946 6.081844 5.937827 0.1 -0.1 0.1 -0.686
H 2.391806 5.295118 0.252309 0.0 0.0 0.0 0.134
H 1.946510 6.086918 2.278484 0.0 0.0 0.0 0.466
H 0.236400 3.765457 5.430752 0.0 0.0 0.0 0.506
H 0.034052 1.814622 3.911552 0.0 0.1 0.0 0.563
I 3.982312 0.031166 -2.120301 0.1 0.0 -0.3 0.282
C 4.322322 -0.318672 -4.603234 0.0 0.2 0.1 -1.081
I 3.094181 -1.867062 -5.497192 0.0 0.0 0.0 -0.244
H 5.346823 -0.622904 -4.838358 -0.1 0.0 0.0 0.363
H 4.081936 0.578305 -5.186726 0.0 -0.1 0.0 0.270
Cl 8.727172 1.071427 3.221996 0.0 0.0 0.0 -0.281
C 7.242427 0.866229 2.307859 0.0 0.0 0.0 0.473
C 6.948737 -0.365370 1.745171 0.0 0.0 -0.1 -0.819
C 5.770633 -0.521818 1.030780 0.1 -0.1 0.0 -0.225
C 4.858231 0.529267 0.869983 -0.2 0.0 0.0 0.139
C 3.605666 0.350564 0.108011 0.2 -0.1 0.0 0.354
C 5.195016 1.757553 1.447975 0.1 0.1 0.0 -0.084
C 6.374762 1.933178 2.160726 -0.1 0.0 0.0 -0.856
H 7.640546 -1.190715 1.860329 0.0 0.0 0.0 0.385
H 5.547989 -1.480618 0.572802 0.0 0.0 0.0 0.362
H 2.949428 1.214385 0.178686 0.0 0.0 0.2 -0.317
H 3.077445 -0.572399 0.356177 0.0 0.1 0.1 -0.456
H 4.506683 2.589650 1.342196 0.0 0.0 0.0 0.313
H 6.614360 2.890344 2.607093 0.0 0.0 0.0 0.406
```
Forces are in eV/Å.


(4)
Molecular formula: C29H35F5N4P2W
Method: DFT, wB97M-V/def2-TZVPD

Calculated values
- multiplicity = 3
- orbital gap (alpha / beta) (eV) = 5.45 / 3.78
- charge = +2

Geometry as XYZ:
```
76
Properties=species:S:1:pos:R:3:forces:R:3:mulliken_charge:R:1
W 2.431763 0.125958 0.112559 -1.6 -0.4 3.2 0.212
C 6.933850 1.217850 -0.676210 0.6 0.5 0.1 -0.473
C 6.255787 1.835753 -1.647999 0.8 0.7 0.1 -0.540
C 6.301138 1.489921 -3.105933 -0.1 -0.2 -0.4 -1.017
C 6.398085 -0.028617 -3.411739 0.3 0.1 -0.7 -1.579
C 5.545191 -0.910078 -2.550939 -0.1 -0.9 -0.6 0.239
C 5.757106 -1.300998 -1.285944 0.2 -0.7 -0.2 -0.436
C 7.109609 -1.293513 -0.650662 0.4 0.9 0.8 -1.267
C 7.851593 0.045875 -0.849365 0.5 -0.2 0.0 -0.951
C 0.838044 -1.140774 0.428029 -1.7 0.6 -0.3 -1.524
H 6.979152 1.639619 0.335723 -0.2 0.0 -0.5 0.850
H 5.803297 2.816317 -1.452626 0.0 -0.4 0.1 0.897
H 7.157103 1.964965 -3.627647 -0.4 0.0 0.4 0.504
H 5.407651 1.926246 -3.586337 0.3 -0.2 0.0 0.412
H 6.091629 -0.169844 -4.457666 0.1 0.0 0.2 0.418
H 7.452159 -0.309585 -3.393008 -0.2 -0.1 0.0 0.498
H 4.797493 -1.449189 -3.148709 -0.2 0.6 0.7 1.020
H 4.986058 -1.838999 -0.728376 0.3 -0.3 -0.6 0.527
H 7.775188 -2.084096 -1.040021 -0.6 0.0 0.0 0.342
H 6.994658 -1.484688 0.422336 0.1 0.0 -0.1 0.315
H 8.671253 0.115663 -0.115513 -0.3 0.0 -0.2 0.522
H 8.343412 0.049382 -1.831879 -0.2 0.2 0.4 0.262
H 0.326207 -0.793197 1.325654 -0.2 -0.7 -0.4 0.412
H 1.190284 -2.165152 0.576105 0.3 0.0 -0.2 0.558
H 0.156874 -1.099018 -0.434648 -0.3 -0.4 0.6 0.423
P 2.331425 -0.881375 -2.104493 -1.8 -4.4 -2.6 -0.537
P 1.464279 1.877988 -1.416002 1.9 3.8 0.4 0.111
N 2.902228 -2.590785 -2.058552 0.0 1.6 -0.2 1.815
N 0.798710 -1.297453 -2.995722 1.0 0.4 1.2 0.974
N 2.938395 1.937084 -0.446516 0.1 1.5 0.0 1.194
N 0.920883 3.534370 -1.116224 -0.6 -1.8 -1.0 0.551
C 2.947046 0.369300 -3.270225 0.8 0.5 -0.7 0.154
C 2.192389 1.716188 -3.125029 -0.7 0.4 -0.2 -0.939
C 3.076824 -3.319112 -0.875714 0.5 -1.0 -0.2 -0.587
C 3.498959 -4.603618 -1.190485 -0.4 1.4 0.0 -0.962
C 3.617452 -4.669716 -2.615481 -0.4 1.3 -0.1 -0.917
C 3.239412 -3.430671 -3.123175 0.3 -0.8 0.5 -0.527
C -0.096852 -2.300904 -2.601482 -0.8 -0.2 -0.8 -0.368
C -1.032831 -2.506176 -3.612071 1.2 0.6 0.8 -0.783
C -0.712505 -1.597151 -4.670644 1.0 0.5 0.7 -0.832
C 0.405364 -0.878499 -4.268143 -0.8 -0.2 -0.5 -0.618
C 3.522391 0.171324 1.795938 0.6 0.4 0.1 -0.657
C 4.674474 0.969753 1.687727 0.5 0.8 0.4 -0.277
C 4.743326 2.238434 1.055037 0.9 -1.0 1.1 -1.137
C 3.883869 2.740558 0.084111 -1.9 -0.9 -2.1 0.358
C 1.540179 4.696960 -0.644775 -0.6 0.8 0.1 -0.350
C 0.601311 5.717447 -0.606834 0.4 -1.5 -0.4 -0.690
C -0.639910 5.169798 -1.078252 0.5 -1.0 -0.2 -0.697
C -0.419126 3.838790 -1.377710 0.0 1.2 0.2 -0.415
H 2.895357 -0.020556 -4.299130 -0.1 0.2 0.3 1.175
H 4.010700 0.573749 -3.086444 -0.7 -0.2 0.2 -1.972
H 2.852787 2.586280 -3.312352 -0.3 -0.5 0.1 0.610
H 1.349517 1.793013 -3.837269 0.3 -0.1 0.4 0.397
H 2.908674 -2.870902 0.088583 0.0 -0.1 0.0 0.392
H 3.690299 -5.388784 -0.470087 0.0 0.1 -0.2 0.507
H 3.946666 -5.526581 -3.185453 -0.1 0.1 0.0 0.497
H 3.188404 -3.069436 -4.136126 -0.1 -0.1 -0.1 0.507
H -0.000225 -2.794645 -1.649897 0.1 -0.1 -0.1 0.424
H -1.845946 -3.220052 -3.598355 0.2 0.1 0.1 0.475
H -1.232898 -1.481801 -5.613413 0.1 0.0 0.2 0.466
H 0.948417 -0.100909 -4.779338 -0.2 -0.1 -0.1 0.474
H 3.218132 -0.381657 2.709289 0.8 0.0 -0.5 0.633
H 5.617997 0.660540 2.171389 -0.7 0.3 0.4 0.505
H 5.577431 2.897875 1.311926 -0.2 -0.4 0.0 0.635
H 4.049483 3.692055 -0.425508 0.1 -0.2 0.6 0.570
H 2.571433 4.710979 -0.370023 0.0 0.2 0.0 0.433
H 0.779287 6.737935 -0.307799 0.1 -0.1 0.0 0.487
H -1.578420 5.691942 -1.192352 0.1 -0.1 0.0 0.475
H -1.069663 3.064463 -1.741293 -0.3 0.0 0.0 0.453
F -0.175478 1.955912 0.756420 1.0 -0.9 0.8 -0.261
C 0.874989 1.433382 1.544543 -0.2 1.8 -0.1 -0.060
F 1.594160 2.548833 1.956475 -0.4 -0.8 -0.4 -0.269
C 0.105711 0.991370 2.862329 -0.7 -0.5 1.0 0.631
F -0.406667 2.028230 3.579718 1.0 -1.1 -1.4 -0.225
F -0.941017 0.172533 2.556627 1.1 0.8 0.3 -0.211
F 0.960674 0.319458 3.682868 -0.5 0.4 -0.8 -0.238
```
Forces are in eV/Å.


(5)
Molecular formula: C20H27BrNO2PSr
Method: DFT, wB97M-V/def2-TZVPD

Calculated values
- multiplicity = 1
- orbital gap (eV) = 7.00

Geometry as XYZ:
```
53
Properties=species:S:1:pos:R:3:forces:R:3:mulliken_charge:R:1
C -2.640909 -1.672937 -3.795650 -0.3 -0.1 0.0 -0.793
C -2.849634 -0.418897 -3.215623 0.0 0.5 0.6 -0.758
C -2.048015 0.055014 -2.138383 -1.0 -0.4 -1.6 -0.385
C -1.001928 -0.749125 -1.742690 2.3 0.4 1.6 -1.119
C -0.811216 -2.009756 -2.275906 -1.2 -0.4 -1.0 2.235
C -1.654248 -2.515602 -3.291544 0.5 0.0 0.6 -0.746
C -2.263853 1.459318 -1.624769 -0.2 0.5 0.2 -0.595
C -2.851016 1.739822 -0.192691 -0.5 0.3 0.0 -1.127
N -2.638890 0.820614 0.889416 1.2 -0.6 -0.1 0.598
Sr 1.377970 0.564806 -2.077066 -0.9 0.5 0.2 2.018
C 0.336484 -2.854758 -1.784602 0.4 -0.2 -0.2 -0.940
P 0.714181 -2.584544 -0.026863 -0.5 0.6 -0.7 0.844
H -3.642260 0.247502 -3.576687 0.2 -0.4 -0.1 0.365
H -1.506352 -3.548265 -3.632598 -0.2 0.5 -0.2 0.365
H -3.258505 -2.005228 -4.637772 0.2 0.2 0.4 0.350
H 1.286107 -2.638006 -2.317698 -0.4 -0.3 0.2 0.360
H 0.104450 -3.925535 -1.920621 0.3 0.2 0.2 0.484
H -1.340632 2.064873 -1.691322 -0.1 -0.5 0.1 0.299
H -2.966966 1.953210 -2.307693 0.1 0.0 0.0 0.362
H -2.404841 2.701842 0.110899 -0.2 -0.3 -0.1 0.450
C 1.819314 -3.915344 0.442261 0.6 -0.1 0.3 -1.180
C -0.775692 -2.816209 0.938901 -0.4 -0.1 0.3 -0.955
H -3.939199 1.926972 -0.295570 0.2 0.0 -0.1 0.293
C -3.449452 -0.369418 1.010969 0.1 0.6 -0.1 -1.066
C -2.136351 1.396348 2.119090 -0.1 0.1 -0.1 -0.850
H 2.721013 0.685907 0.962888 0.3 0.7 0.0 0.282
H -4.462360 -0.167504 1.409396 0.0 -0.1 -0.1 0.300
H -3.533892 -0.864081 0.034188 -0.1 0.1 0.2 0.272
H -2.952264 -1.051243 1.711381 -0.2 0.0 -0.1 0.250
H -2.913553 1.969979 2.667742 0.2 -0.1 0.0 0.301
H -1.782124 0.591403 2.779107 0.0 0.2 -0.1 0.255
H -1.296144 2.079499 1.899119 -0.3 -0.3 0.1 0.156
H -0.968979 -3.901087 1.000261 0.1 0.4 0.0 0.389
H -0.630093 -2.415331 1.948139 -0.1 -0.1 -0.2 0.425
H -1.642105 -2.325567 0.479241 0.4 0.0 0.0 0.075
H 1.341008 -4.871975 0.170912 0.2 0.4 0.1 0.406
H 2.775803 -3.809437 -0.089818 -0.3 0.0 0.1 0.336
H 2.009680 -3.903605 1.525185 -0.1 0.0 -0.3 0.418
H 1.291799 -1.285254 0.217041 -0.3 -1.1 0.0 -0.107
Br 3.599779 -1.156909 -2.048457 0.3 -0.4 0.1 -0.719
C 3.221682 1.584479 1.359239 0.5 0.3 -0.3 0.219
C 4.521006 1.460003 1.861112 -0.4 0.2 0.6 -0.559
C 5.125375 2.524838 2.553713 -0.4 -0.1 -0.3 -0.381
C 4.461989 3.755423 2.617781 -0.1 -0.1 -0.1 -0.435
C 3.233439 3.923425 1.962842 -0.1 -0.3 -0.3 -0.460
C 2.600146 2.846686 1.309956 0.6 -0.2 0.6 0.214
C 1.326927 3.009195 0.511188 -1.3 0.6 -0.5 -0.121
O 0.482697 3.887057 0.784171 1.5 -1.5 -0.4 -0.646
O 1.236291 2.151365 -0.487957 -0.1 1.0 1.0 -0.869
H 5.019178 0.501239 1.744448 0.0 0.1 0.2 0.381
H 6.085053 2.373305 3.057650 -0.3 0.1 -0.3 0.354
H 4.905877 4.595428 3.170548 -0.2 -0.4 -0.3 0.348
H 2.764225 4.906068 1.923196 0.0 -0.3 0.1 0.407
```
Forces are in eV/Å.